{"formula": "C3H13NO4", "method": "the ωB97M-V functional and the def2-TZVPD basis", "symbols": ["C", "N", "C", "C", "O", "H", "H", "H", "H", "H", "H", "H", "O", "H", "H", "O", "H", "H", "O", "H", "H"], "coordinates": [[-1.436, -1.575, 1.316], [-1.545, -1.418, -0.155], [-0.949, -0.137, -0.569], [-1.841, 1.001, -0.172], [-1.555, 2.158, -0.320], [-2.230, -0.977, 1.752], [-1.602, -2.610, 1.610], [-0.417, -1.371, 1.655], [-1.047, -2.181, -0.594], [-0.904, -0.239, -1.650], [-0.007, 0.061, -0.046], [-2.845, 0.763, 0.216], [1.049, 2.108, -1.593], [0.187, 2.108, -1.153], [1.371, 2.912, -1.980], [1.811, -0.197, 2.206], [2.405, 0.544, 2.051], [2.248, -0.896, 1.703], [2.287, -0.374, -1.326], [3.197, -0.083, -1.251], [1.822, 0.402, -1.700]], "forces_ev_per_angstrom": [[0.1, -0.7, -0.9], [0.1, 0.1, 0.9], [-0.8, -1.2, 0.7], [-0.9, -0.2, -0.5], [0.7, 0.6, -0.1], [0.3, 0.2, 0.5], [-0.4, -0.1, -0.2], [-0.2, 0.6, 0.3], [0.1, 0.1, -0.1], [0.5, 0.7, -0.1], [0.5, -0.1, -0.5], [0.0, -0.3, 0.1], [0.6, -1.5, 0.0], [-0.2, 1.1, -0.1], [-0.6, 0.7, 0.1], [0.3, -0.1, -0.2], [-0.2, 0.2, 0.1], [-0.3, -0.1, 0.0], [-0.2, 0.0, -0.2], [0.2, 0.0, 0.0], [0.2, -0.2, 0.4]], "orbital_gap_ha": 0.362, "relative_energy_kcal_mol": 44.9, "e_lumo_ev": 0.59, "e_tot_ha": -477.78601, "smiles": "CNCC=O.O.O.O"}